[1]
The following is a quantum chemistry calculation of C5H4O3 in the gas phase in a non-equilibrium geometry, from the OMol25 dataset.

ORCA input file:
```
! wB97M-V def2-TZVPD RIJCOSX def2/J DEFGRID3
* xyz 0 1
C 1.2420 0.6832 0.9161
C 0.7497 0.2686 -0.3244
C -1.1071 -0.0982 1.3430
C -0.3552 -0.4395 -0.7503
C 1.6197 1.3824 -0.4499
O -1.0578 -0.8953 0.2593
O -1.3515 -0.7224 2.3986
O -0.7986 -0.7349 -2.0104
H 1.0768 2.3025 -0.6161
H 2.7013 1.3907 -0.9733
H -1.3325 -1.6442 2.3279
H -1.3866 -1.4931 -2.1207
*
```

Properties
ΔE to the lowest compared entry with this formula, charge and spin, kcal per mole: 186.6

natural (NBO) population analysis, charges in e, atoms 1 to 4: C 0.08; C -0.39; C 0.50; C 0.72

[2]
The following is a quantum chemistry calculation of C5H4S in the gas phase in a non-equilibrium geometry, from the OMol25 dataset.

ORCA input file:
```
! wB97M-V def2-TZVPD RIJCOSX def2/J DEFGRID3
* xyz 0 1
C 1.1909 1.2752 -1.9021
C 0.2599 0.5693 -1.5575
C -0.8642 -0.2668 -1.3417
C -1.2689 -0.8121 -0.1617
C -0.6736 -0.7356 1.1501
S 0.6827 0.0704 1.5912
H 2.0458 1.9086 -2.0695
H -1.4503 -0.4842 -2.2225
H -2.2147 -1.4329 -0.2052
H -1.1689 -1.2991 1.9152
*
```

Properties
SMILES string: C#C/C=C\C=S
ΔE to the lowest compared entry with this formula, charge and spin, kcal per mole: 37.2

natural (NBO) population analysis, charges in e, atoms 1 to 4: C -0.17; C -0.05; C -0.19; C -0.25

[3]
The following is a quantum chemistry calculation of C5H4S3 in the gas phase in a non-equilibrium geometry, from the OMol25 dataset.

ORCA input file:
```
! wB97M-V def2-TZVPD RIJCOSX def2/J DEFGRID3
* xyz 0 1
S 2.9497 -1.7303 -0.2036
C 2.4036 -0.1537 -0.1201
C 0.8398 -0.1028 0.1483
C -0.0118 0.9693 0.0999
C -1.4178 0.6019 -0.0430
C -1.5200 -0.9267 0.0534
S -2.9593 -1.6868 -0.2247
S -0.0739 -1.7473 0.4575
H 3.0262 0.7161 0.1792
H 0.2965 1.9602 0.0096
H -1.4708 0.9822 -1.1048
H -2.0621 1.1178 0.7482
*
```

Properties
SMILES string: S=CC1=CCC(=S)S1
ΔE to the lowest compared entry with this formula, charge and spin, kcal per mole: 42.7

natural (NBO) population analysis, charges in e, atoms 1 to 4: S 0.07; C -0.29; C -0.19; C -0.16

[4]
The following is a quantum chemistry calculation of a molecular structure, C5H5AlF6InO5P in a non-equilibrium geometry, from the OMol25 dataset.

ORCA input file:
```
! wB97M-V def2-TZVPD RIJCOSX def2/J DEFGRID3
* xyz 2 1
O 1.9908 -0.9726 1.8570
C 2.5043 -1.1707 0.7339
O 3.1573 -2.4317 0.5482
C 2.5365 -0.1208 -0.4818
F 3.9233 -0.0267 -0.8755
F 1.8589 -0.6905 -1.5924
C 2.0876 1.3671 -0.0962
F 2.6361 1.7625 1.1633
F 2.6902 2.2441 -1.0649
C 0.5127 1.6508 -0.1427
F -0.1215 1.3663 -1.3839
F 0.3590 3.0733 0.0535
C -0.3278 0.9690 1.0718
O -0.3149 1.4926 2.2179
Al -1.4784 -0.7114 0.8342
P -3.4253 -0.2826 -0.4456
O -4.4914 -1.6204 -0.2584
O -3.0407 -0.0791 -2.0977
H 3.7384 -2.3998 -0.2495
H -0.5960 -1.7690 0.0336
H -1.8273 -1.2835 2.2888
H -4.8925 -1.8468 -1.1381
H -2.6528 0.8384 -2.1906
In -4.8264 0.6414 1.2150
*
```

Properties
Energy, eV: -52842.2127

Mulliken population analysis, charges in e, atoms 1 to 4: O -0.45; C 0.50; O -0.41; C 0.54